ORCA calculation (wB97M-V/def2-TZVPD) on a molecular structure, C18H15N6O2RuSSe in a non-equilibrium geometry.

Structure (ORCA input):
```
! RIJCOSX wB97M-V def2-TZVPD def2/J DEFGRID3
* xyz 0 2
Ru -0.2033 -1.2676 0.2863
C -3.2823 -4.0247 0.9247
C -2.7009 -2.6487 0.7711
O -1.6534 -2.3819 1.4067
C -3.4231 -1.7239 -0.0506
C -3.0164 -0.4377 -0.2982
C -3.8855 0.5682 -0.9824
N -1.7878 -0.0837 0.1217
N -1.4809 1.2351 0.1492
C -0.2929 1.4148 0.7059
O 0.3697 0.4621 1.2574
C 0.3099 2.7689 0.6189
C -0.4215 3.8612 0.1587
C 0.1968 5.0903 -0.0032
C 1.5489 5.2371 0.2839
C 2.2791 4.1520 0.7476
C 1.6595 2.9218 0.9192
H -2.5371 -4.6859 1.3585
H -3.5966 -4.4078 -0.0462
H -4.1564 -3.9939 1.5806
H -4.3788 -2.0454 -0.4412
H -4.7768 0.0907 -1.3825
H -3.3307 1.0521 -1.7861
H -4.1754 1.3523 -0.2822
H -1.4697 3.7289 -0.0726
H -0.3762 5.9388 -0.3551
H 2.0320 6.1956 0.1429
H 3.3311 4.2638 0.9778
H 2.2151 2.0661 1.2817
S -0.8869 -4.7151 -2.9325
C -0.7363 -3.5310 -1.8244
N -0.6440 -2.6902 -1.0188
Se 2.0964 0.8326 -2.4454
N 3.7138 0.4148 -1.8793
C 3.5715 -0.4964 -0.9356
C 4.5893 -1.1092 -0.1237
C 4.1812 -1.9638 0.8361
C 2.7774 -2.2657 1.0379
N 1.8409 -1.7600 0.3061
C 2.2249 -0.8702 -0.6715
N 1.2789 -0.2941 -1.3690
H 5.6332 -0.8725 -0.2779
H 4.9060 -2.4371 1.4840
H 2.4575 -2.9411 1.8214
*
```

Results
**<S²>**: 0.78
**E**: -110707.0332 eV
**Frontier orbital gap (spin up / spin down)**: 5.28 / 5.34 eV
**ΔE to the lowest compared entry with this formula, charge and spin**: 19.7 kcal per mole